(1)
The following is a quantum chemistry calculation of a molecular structure, C22H34N2O6P2Pd in a non-equilibrium geometry, from the OMol25 dataset.

Properties
Gap between HOMO and LUMO (alpha / beta) in hartree: 0.1317 / 0.2372
Multiplicity: 3
Highest occupied orbital energy (alpha / beta) in eV: -4.4 / -7.6
Energy above the lowest of the compared OMol25 structures with the same formula, charge and spin in eV: 1.4625
Net charge: 0

Last column: Mulliken charge in e.
CARTESIAN COORDINATES (ANGSTROEM)
Pd  0.02012  1.06831  1.39533  -0.753
P  -0.50422  -0.78616  -2.46311  1.315
P  0.37984  2.25333  3.26638  0.360
O  1.28442  -2.60393  -0.71275  -0.593
O  2.08801  -7.53324  -1.88045  -0.643
O  0.58839  -8.95503  -1.16056  -0.633
O  -4.01965  -5.20229  0.82941  -0.706
O  -3.70088  -7.38276  0.76150  -0.690
O  -0.81300  -2.09383  -1.51907  -0.181
N  0.98339  -7.78611  -1.35836  0.957
N  -3.34079  -6.21476  0.53230  0.951
C  -1.86992  -0.79455  -3.60397  -1.271
C  2.04913  1.57820  3.72202  -1.156
C  2.21115  4.71448  0.29376  -1.044
C  -0.64483  5.08105  -0.44042  -1.185
C  -0.93719  0.66950  -1.40559  -0.524
C  -1.67543  -4.61299  -0.28294  -0.475
C  -1.16563  -7.00248  -0.40877  -0.299
C  0.24214  1.01511  -0.57597  -0.172
C  -1.12350  2.29001  4.23329  -1.086
C  1.55980  3.84602  1.30932  -0.056
C  1.17244  -0.63331  -2.99435  -1.156
C  2.19807  4.03029  -1.10210  -0.926
C  0.53704  -5.34957  -1.08116  -0.838
C  -0.34487  3.77228  -1.06229  0.246
C  0.25775  4.04508  1.80035  -0.526
C  0.17732  -0.87343  2.10015  -0.958
C  0.13354  -2.94774  -0.95323  0.248
C  -0.38816  -4.34547  -0.77710  1.035
C  0.10279  -6.69549  -0.93934  -0.280
C  0.90343  3.31260  -1.36250  -0.152
C  -2.06520  -5.95342  -0.08389  -0.626
C  -0.78675  4.95424  1.09896  -0.724
H  2.22719  3.20754  1.86473  0.237
H  -1.52869  -0.57676  -4.62039  0.413
H  2.41289  4.78954  -1.89539  0.300
H  -1.22774  3.25561  -1.43256  0.283
H  1.27631  0.80936  -0.91677  0.080
H  0.99500  2.63084  -2.20052  0.543
H  -1.07340  3.07057  4.99436  0.373
H  3.04779  3.31215  -1.14178  0.363
H  0.99188  -1.33969  1.49491  0.119
H  1.78634  5.73307  0.24104  0.330
H  3.28039  4.85528  0.54922  0.411
H  -1.08916  1.51219  -2.10929  0.384
H  1.52437  -5.08891  -1.45345  0.513
H  -1.26272  1.31771  4.72031  0.342
H  1.89023  0.56200  4.11719  0.368
H  -0.66437  5.97289  1.50935  0.386
H  1.23304  -0.91035  -4.05965  0.450
H  -1.89651  0.59981  -0.82307  0.317
H  0.02446  2.01103  0.05973  0.350
H  0.43484  -1.02853  3.16850  0.351
H  -0.75503  -1.43230  1.87002  0.247
H  -1.42636  -8.05385  -0.28015  0.560
H  -1.62490  5.41319  -0.83634  0.472
H  1.82577  -1.31300  -2.43102  0.417
H  -2.33527  -3.77523  -0.05130  0.542
H  -2.57906  -0.01832  -3.29707  0.390
H  2.56967  2.19746  4.45371  0.416
H  -1.96494  2.50308  3.55621  0.299
H  2.69705  1.49019  2.82904  0.343
H  0.20832  4.30484  2.86628  0.658
H  0.07408  5.87429  -0.74421  0.280
H  -2.33825  -1.77874  -3.54043  0.385
H  1.59887  0.38095  -2.91498  0.301
H  -1.84082  4.64813  1.27890  0.319

=====

(2)
The following is a quantum chemistry calculation of a molecular structure, C22H34N2O6P2V in a non-equilibrium geometry, from the OMol25 dataset.

Properties
Gap between HOMO and LUMO (alpha / beta) in hartree: 0.2164 / 0.2342
Multiplicity: 4
Highest occupied orbital energy (alpha / beta) in eV: -6.7 / -7.2
Net charge: 0

Last column: Mulliken charge in e.
CARTESIAN COORDINATES (ANGSTROEM)
V  -0.21045  -0.53633  0.71746  0.237
P  0.08014  1.77675  -3.61823  1.629
P  -0.27302  -1.61691  -3.36842  1.336
O  1.77250  -1.54186  8.77676  -0.580
O  -1.90147  1.54986  9.02170  -0.582
O  -1.08609  0.41087  2.72458  -0.843
O  -2.72961  2.37373  7.16675  -0.587
O  1.16660  0.60017  2.70598  -0.695
O  2.79768  -1.98090  6.85607  -0.580
N  -1.91188  1.64956  7.77356  0.956
N  1.93833  -1.38594  7.54443  0.970
C  1.08678  -0.26488  5.47963  -0.524
C  1.42047  -0.12491  -1.42674  0.408
C  1.25321  3.10543  -3.91630  -1.383
C  -1.55854  2.49572  -4.00402  -1.477
C  0.06909  0.44527  4.82961  0.236
C  -0.96560  1.00931  5.58275  -0.221
C  -0.67076  1.70929  -0.26396  0.054
C  -0.46071  -0.64538  -4.95721  -1.497
C  0.75014  -1.40660  -1.00121  -0.936
C  1.81525  0.97843  -0.37096  -1.463
C  0.05039  0.52193  3.29401  0.507
C  1.43537  -2.21348  -3.75763  -1.706
C  0.05618  0.16332  7.64945  -0.222
C  0.68089  1.94398  -0.17759  -0.332
C  -0.69683  -1.68011  -1.26343  0.438
C  -1.49254  0.76243  -1.16893  0.926
C  -1.21247  -3.03395  -3.93316  -1.466
C  0.31278  0.66933  -5.05636  -1.143
C  -0.94207  0.91843  6.99528  -0.187
C  0.13132  -2.26600  1.71940  -1.136
C  1.05431  -0.46585  6.88417  -0.266
C  -1.80708  -0.70192  -0.79253  -1.921
H  -2.23595  -2.72038  -4.15971  0.393
H  -0.71176  -2.42138  2.40338  0.295
H  1.39755  0.51577  -5.18318  0.415
H  -2.31860  1.71113  -4.12341  0.366
H  1.88228  -0.69771  4.89586  0.547
H  0.26796  -3.10019  1.01945  0.374
H  -1.08140  0.69517  -2.20686  -1.486
H  -0.05475  1.23248  -5.92411  0.572
H  2.31516  -0.38399  -2.03765  0.524
H  -1.32875  2.41451  0.27236  0.314
H  -1.42689  3.03937  -4.94486  0.512
H  2.24169  2.67681  -4.14909  0.405
H  -1.78707  1.52808  5.10154  0.585
H  2.22276  0.46940  0.50631  0.351
H  -1.21040  -3.83633  -3.19892  0.427
H  1.36388  -2.33411  -1.07529  0.804
H  -2.45956  1.27012  -1.35323  0.770
H  -0.73913  -3.38388  -4.85864  0.487
H  2.65038  1.54279  -0.80270  0.728
H  -0.07673  -1.32018  -5.73494  0.639
H  0.82710  0.43461  -2.19143  -1.855
H  -0.96370  -2.75068  -1.20332  0.866
H  -2.24885  -0.78755  0.23467  0.459
H  0.96646  2.93303  0.20693  0.344
H  0.04696  0.06039  8.73567  0.563
H  -1.86182  3.18735  -3.20269  0.329
H  2.15261  -1.38711  -3.84958  0.327
H  0.88016  3.69262  -4.77450  0.430
H  1.77745  -2.93703  -3.00737  0.411
H  1.32229  3.74186  -3.02134  0.339
H  -1.53912  -0.53480  -5.12978  0.423
H  1.36191  -2.70867  -4.73300  0.554
H  1.06035  -2.05064  2.27980  0.226
H  -2.64476  -1.00963  -1.43529  0.608

=====

(3)
The following is a quantum chemistry calculation of a molecular structure, C22H34O17Rb in a non-equilibrium geometry, from the OMol25 dataset.

Properties
Gap between HOMO and LUMO (alpha / beta) in hartree: 0.2311 / 0.2297
Multiplicity: 2
Highest occupied orbital energy (alpha / beta) in eV: -7.2 / -7.1
Energy above the lowest of the compared OMol25 structures with the same formula, charge and spin in eV: 0.0000
Net charge: 0

Last column: Mulliken charge in e.
CARTESIAN COORDINATES (ANGSTROEM)
Rb  -2.88175  4.83471  1.42172  0.915
O  -5.69105  -0.12414  4.06696  -0.619
O  0.30159  4.23444  -2.01116  -0.341
O  0.57664  5.06446  -0.11932  -0.318
O  -4.34687  0.68066  -2.26274  -0.447
O  -1.79169  -4.82001  -2.53172  -0.578
O  -3.63648  -0.61094  4.63126  -0.349
O  -0.84692  -4.72484  -0.51454  -0.366
O  1.46456  -1.28448  -2.38855  0.086
O  -2.75616  2.41843  0.03366  -0.681
O  1.68602  -3.49021  -2.16289  -0.572
O  -1.31551  5.43715  -1.35517  -0.683
O  4.45504  -1.02273  -0.64623  -0.400
O  3.61058  0.67842  0.36532  -0.207
O  5.05045  1.10171  -1.27998  -0.603
O  0.72138  -2.52879  -3.98402  -0.352
O  -3.97138  1.15865  3.34284  -0.229
O  -2.40815  -3.25378  -1.08654  -0.307
C  -1.22339  -4.13557  0.75664  0.500
C  1.82404  4.52864  -0.46609  0.611
C  2.33151  0.40705  -3.88203  -1.689
C  -3.29129  0.29809  -1.46611  -0.101
C  -1.77660  -4.29967  -1.45190  0.505
C  3.50481  -1.55645  0.22005  0.334
C  -2.01389  -2.88098  0.13123  -0.185
C  -0.04256  -3.77287  1.49448  -1.206
C  2.97679  -0.34904  1.03736  0.055
C  1.14299  -0.30112  -3.40002  1.293
C  4.36825  0.31984  -0.63597  0.537
C  -0.22509  4.89614  -1.10458  0.710
C  -2.19908  1.31017  -0.70946  0.378
C  1.41315  -0.21258  1.08083  -0.428
C  -4.49015  0.07349  3.95174  0.561
C  1.41336  3.51840  -1.45823  0.223
C  2.45127  3.88494  0.79684  -1.349
C  -2.61294  1.03980  3.40728  -0.152
C  -1.39537  -0.96503  4.20055  -1.163
C  1.20072  -2.53812  -2.76419  0.320
C  -2.42247  0.07868  4.48232  0.682
C  0.45068  -1.19589  -4.36893  -0.507
H  3.38865  3.33804  0.69524  0.319
H  0.97459  2.56748  -1.15604  -0.366
H  -2.69890  -0.35462  -2.10732  0.168
H  3.94332  -2.25486  0.93283  0.384
H  -1.66888  -1.28711  3.19578  0.005
H  -3.79147  -0.41866  -0.81482  0.175
H  -1.42628  1.60352  -1.41996  -0.196
H  2.44108  4.76258  1.44318  0.422
H  2.84570  0.93056  -3.07604  0.071
H  -2.96643  -2.70381  0.63061  0.315
H  -0.35031  -0.65525  4.20217  0.431
H  -1.97521  0.87020  2.53974  -0.007
H  -2.02756  0.59030  5.36005  0.194
H  1.04483  -0.03292  0.07080  -0.036
H  2.78222  -1.93150  -0.50472  -0.299
H  -1.61153  0.68690  -0.03536  -0.249
H  0.92839  -0.73020  -5.23093  0.371
H  -1.38409  -1.99137  0.12435  0.075
H  0.59831  -3.30790  0.74537  0.072
H  -1.41518  -1.84431  4.84442  0.414
H  3.04128  -0.28511  -4.33506  0.442
H  1.71344  3.28052  1.32446  0.279
H  -0.34978  -3.41610  2.47755  0.270
H  -2.27381  2.02366  3.73148  0.229
H  -1.86288  -4.90449  1.19011  0.461
H  -0.61998  -0.99246  -4.34882  0.321
H  2.05648  3.28477  -2.30671  0.177
H  0.50507  0.49476  -3.01565  -0.324
H  2.02872  1.17428  -4.59463  0.503
H  2.42110  5.28073  -0.98183  0.343
H  1.10664  0.61384  1.72206  0.346
H  0.58099  -4.62917  1.75147  0.469
H  3.33326  -0.50487  2.05557  0.332
H  1.08319  -1.15406  1.51999  0.008